Computed, not measured: a structure of composition C32H115Ba2F3O31 in a non-equilibrium geometry, with the ωB97M-V functional and the def2-TZVPD basis.

For the LUMO energy, the calculation gives -0.32 eV. The value obtained for the HOMO energy is -8.081 eV. Its orbital gap is 7.8 eV.

Positions of all 183 atoms, in Å:
Ba -1.1121 -2.8598 -0.4366
Ba -3.4247 0.1248 1.9054
O -2.6374 -2.3895 1.7455
H -3.5623 -2.6982 1.8081
C -6.4975 -0.0548 -0.7940
O -6.9239 1.0118 0.0992
O -5.5060 -0.7378 -0.0624
C -7.7535 -0.8593 -1.3519
F -7.4779 -2.0623 -1.8443
F -8.7293 -1.0056 -0.4201
F -8.2605 -0.1945 -2.4250
C -7.7307 2.0751 -0.4562
C -7.9049 3.1825 0.5703
H -6.9149 3.3805 0.9813
H -8.2475 4.1195 0.1313
H -8.6129 2.8908 1.3460
H -8.7104 1.7304 -0.7871
H -7.2847 2.5842 -1.3107
H -6.0496 0.5420 -1.5886
O 1.1585 -1.5380 0.5486
C 0.7742 -0.1886 0.8864
C -0.3477 0.6119 0.0038
O -1.5988 0.0287 -0.3009
H 1.7341 0.3258 0.8411
H 0.5560 0.0150 1.9348
H 0.1332 1.1289 -0.8265
H -0.6947 1.4300 0.6351
C -0.7720 1.2378 4.3082
O -1.7170 1.5925 3.3409
H -0.6637 2.1736 4.8566
H -1.1692 0.5122 5.0180
H 0.2470 0.9209 4.0864
H -1.5320 2.4995 3.0864
C 0.8740 -2.5072 4.3202
O 1.8971 -1.9464 3.6221
H 0.7631 -3.5864 4.2150
H 0.9023 -2.2171 5.3705
H -0.0330 -2.1149 3.8603
H 1.6274 -1.9096 2.7015
C -3.2650 -5.3411 3.4582
O -2.2609 -4.3267 3.6199
H -2.7621 -6.2993 3.5888
H -4.0501 -5.2516 4.2091
H -3.7517 -5.2718 2.4854
H -2.4851 -3.5626 3.0836
C -4.2452 -3.4371 -2.3461
O -3.6374 -2.5270 -1.4646
H -3.4751 -4.1156 -2.7133
H -5.0217 -4.0029 -1.8314
H -4.6412 -2.9989 -3.2622
H -4.2842 -1.8575 -1.2300
C 6.2676 -4.2916 0.6059
O 5.7446 -3.9328 1.9187
H 6.2180 -3.4190 -0.0454
H 7.2853 -4.6809 0.6361
H 5.7108 -5.1402 0.2085
H 5.0116 -3.3233 1.8052
C -0.1820 4.4945 -1.2848
O -1.0814 5.4457 -1.8681
H 0.5577 5.0313 -0.6909
H -0.6904 3.8250 -0.5910
H 0.3512 3.9292 -2.0492
H -1.8788 5.0125 -2.1814
C 3.6113 -5.6341 3.9122
O 3.1922 -6.9723 3.9566
H 3.4346 -5.2619 2.9030
H 3.0255 -5.1249 4.6774
H 4.6789 -5.6317 4.1322
H 3.4234 -7.3655 4.8012
C 5.7548 -2.3300 -3.0189
O 4.4700 -2.7742 -3.4451
H 5.6404 -1.2817 -2.7430
H 6.1123 -2.7953 -2.1003
H 6.4300 -2.4114 -3.8707
H 3.8504 -2.4365 -2.7943
C -3.2312 0.5767 -3.3408
O -2.1568 1.2461 -2.7880
H -3.6045 1.0445 -4.2519
H -3.1345 -0.5052 -3.4311
H -4.0294 0.6179 -2.5997
H -1.9072 0.8281 -1.9607
C -4.3150 4.0082 -3.6817
O -3.0822 3.9041 -2.9688
H -4.2749 3.3846 -4.5748
H -5.1530 3.6154 -3.1060
H -4.5227 5.0619 -3.8679
H -2.7791 2.9933 -2.9532
C 2.4447 -0.1852 -2.6917
O 2.7676 -1.2067 -1.8217
H 2.2420 0.7335 -2.1413
H 3.2333 0.0970 -3.3892
H 1.5301 -0.4057 -3.2421
H 2.1539 -1.2837 -1.0876
C 3.4242 3.0799 0.2425
O 4.0695 3.8693 1.1755
H 2.3847 2.9600 0.5476
H 3.3255 3.5883 -0.7166
H 3.8872 2.1179 0.0226
H 3.8847 3.7322 2.1076
C -2.3477 7.3925 0.3366
O -1.8606 6.1182 0.6294
H -2.3543 8.0876 1.1762
H -1.9096 7.8234 -0.5636
H -3.3922 7.2507 0.0591
H -1.7406 5.6769 -0.2146
C 4.1058 -2.3177 5.8828
O 3.8982 -1.1379 5.1700
H 3.2008 -2.5957 6.4229
H 4.3373 -3.1318 5.1959
H 4.9284 -2.2459 6.5942
H 3.1710 -1.2736 4.5582
C 2.5982 -4.7525 -0.8768
O 1.3906 -4.0124 -1.0201
H 3.2465 -4.6395 -1.7458
H 3.1940 -4.5503 0.0133
H 2.3724 -5.8080 -0.7249
H 1.6664 -3.1509 -0.6987
C -0.2351 3.2315 -4.9561
O 0.5880 2.1137 -4.6124
H -1.2924 3.0394 -4.7735
H 0.0470 4.1408 -4.4254
H -0.0529 3.5456 -5.9838
H 1.4734 2.4062 -4.3841
C 4.5280 -0.9462 1.2665
O 3.7895 -2.1322 1.1797
H 4.3738 -0.1989 0.4881
H 4.3113 -0.4260 2.1995
H 5.6042 -1.0969 1.1809
H 2.9064 -1.8630 0.9163
C 0.2422 -3.2365 -4.0759
O -0.5971 -2.3995 -3.2705
H -0.1428 -3.2263 -5.0955
H 1.2660 -2.8643 -4.0390
H 0.2956 -4.2614 -3.7088
H -0.8170 -1.6670 -3.8507
C 3.3931 2.0532 3.8816
O 3.7445 3.4067 4.0336
H 3.1284 1.5506 4.8119
H 2.5786 2.0248 3.1578
H 4.2750 1.5131 3.5371
H 4.4967 3.5240 4.6184
C 0.2171 4.1395 2.2437
O -1.1304 4.2302 2.6453
H 0.5915 5.0536 1.7829
H 0.9206 3.9432 3.0528
H 0.2655 3.3550 1.4885
H -1.5020 4.9470 2.1260
C 3.3344 4.5250 -3.7786
O 3.2443 3.1461 -4.0039
H 4.2968 4.9284 -4.0933
H 2.5539 5.0686 -4.3111
H 3.1949 4.8229 -2.7394
H 4.1300 2.7796 -3.9511
C 0.1606 -0.8159 -6.1510
O -0.7091 -0.2886 -5.2055
H -0.3108 -1.6404 -6.6859
H 0.3788 0.0190 -6.8169
H 1.1191 -1.1323 -5.7396
H -0.3882 0.5643 -4.9035
C 0.1558 -6.0141 1.7462
O -0.4327 -4.7418 1.6573
H 0.8748 -6.1690 0.9417
H 0.6846 -6.0535 2.6985
H -0.5666 -6.8298 1.7176
H -1.0653 -4.6394 2.3720
C -3.9098 3.2186 0.1608
O -3.7442 2.8007 1.4757
H -3.4997 2.4318 -0.4724
H -4.9634 3.4182 -0.0348
H -3.3001 4.1170 0.0650
H -4.0719 3.5343 2.0010
C -3.1337 -1.7635 5.0808
O -3.8402 -0.6623 4.4773
H -2.9430 -1.7189 6.1531
H -3.7292 -2.6680 4.9575
H -2.1604 -1.8908 4.6069
H -4.5252 -0.3602 5.0782
C 6.0278 1.8630 -2.6420
O 5.7992 2.4151 -3.9126
H 6.8044 1.0991 -2.6821
H 6.1613 2.5451 -1.8024
H 5.1401 1.3129 -2.3299
H 6.4482 3.0869 -4.1339

***

Computed, not measured: a cluster of 2 separate species, C4H11NO in total in a non-equilibrium geometry, with the ωB97M-V functional and the def2-TZVPD basis.

For the LUMO energy (spin up / spin down), the calculation gives 3.38 / 3.32 eV. The value obtained for the HOMO energy (spin up / spin down) is 1.181 / -5.317 eV. Its multiplicity is 2. Its orbital gap (spin up / spin down) is 2.2 / 8.6 eV. The net charge is -1. The expectation value of S² is 0.750. The calculation puts the energy above the lowest of the compared OMol25 structures with the same formula, charge and spin at 1.252 eV.

Positions of all 17 atoms, in Å:
C -1.4247 1.5227 2.8382
C -0.9556 0.5934 1.9884
N -0.8575 0.6452 0.6114
C 0.1470 -0.1491 -0.0469
C 1.5176 0.4710 -0.3051
H -0.9887 1.5521 3.8246
H -2.1249 2.2585 2.4812
H -0.4059 -0.2418 2.4126
H -1.5976 1.2032 0.2246
H 0.2542 -1.0528 0.5652
H -0.2180 -0.6711 -0.9402
H 1.5592 1.0426 -1.2282
H 1.6785 1.2052 0.4954
H 2.2706 -0.2998 -0.1691
H -0.3567 -2.8455 -4.0472
H 0.9209 -2.6582 -4.8098
O 0.5815 -2.5755 -3.8950

***

Computed, not measured: the ion C5H6N with charge +1 in a non-equilibrium geometry, with the ωB97M-V functional and the def2-TZVPD basis.

For the LUMO energy (spin up / spin down), the calculation gives -6.09 / -6.09 eV. The value obtained for the HOMO energy (spin up / spin down) is -14.010 / -14.011 eV. Its orbital gap (spin up / spin down) is 7.9 / 7.9 eV. The net charge is +1. The calculation puts the energy above the lowest of the compared OMol25 structures with the same formula, charge and spin at 5.178 eV.

Positions of all 12 atoms, in Å:
N -1.8747 -0.2815 -0.2148
C -0.6758 -0.7752 0.0796
C 0.2823 0.0767 0.4223
C 0.3761 1.5186 0.1170
C 1.2242 0.8677 -0.6376
C 1.6936 -0.3395 0.0781
H -2.7133 -0.7614 -0.3163
H -1.9886 0.6756 -0.2779
H -0.4489 -1.8387 0.1139
H -0.1352 2.4000 0.0663
H 2.4017 -0.2203 1.0000
H 1.8586 -1.3220 -0.4306

***

Computed, not measured: a structure of composition C4H9NO2, with the ωB97M-V functional and the def2-TZVPD basis.

For the LUMO energy, the calculation gives 0.88 eV. The value obtained for the HOMO energy is -8.600 eV. Its orbital gap is 9.5 eV. The calculation puts the energy above the lowest of the compared OMol25 structures with the same formula, charge and spin at 5.486 eV.

Positions of all 16 atoms, in Å:
C 1.4963 -0.1205 -1.3473
N 1.7949 -0.1086 0.0906
C 1.1634 0.4198 1.1321
O -0.0492 0.9850 1.1675
C -1.0468 0.8882 0.1312
C -1.8297 -0.4041 0.2886
O -1.0584 -1.5495 -0.0052
H 2.3513 -0.5641 -1.8627
H 0.6142 -0.7402 -1.5323
H 1.3270 0.8829 -1.7530
H 2.4238 0.5095 0.9750
H -1.7039 1.7473 0.2937
H -0.6040 0.9669 -0.8624
H -2.2467 -0.4503 1.3053
H -2.6695 -0.4070 -0.4140
H -0.3845 -1.6458 0.6824

***

Computed, not measured: the ion C9H16INPS2 with charge +1 in a non-equilibrium geometry, with the ωB97M-V functional and the def2-TZVPD basis.

For the LUMO energy, the calculation gives -5.23 eV. The value obtained for the HOMO energy is -11.522 eV. Its orbital gap is 6.3 eV. The net charge is +1.

Positions of all 30 atoms, in Å:
C -0.1261 -3.2934 1.8563
C 0.9234 -2.4857 1.1763
C 0.5141 -1.3903 0.0274
C 1.3401 -1.4337 -1.4077
S 0.1277 -2.1970 -2.6604
C 1.6275 0.1163 -1.8586
N 1.1179 0.8544 -0.8045
C 0.4388 0.2065 0.3912
C -1.1368 0.5846 0.6527
C -1.5745 2.0845 0.1317
C -1.7812 2.1979 -1.5017
I -3.4779 3.5532 -2.0173
P 1.2961 0.8845 1.9570
S 3.0077 0.0575 2.3824
H -0.9484 -2.7222 2.4663
H -0.1575 -4.4590 1.7486
H 2.0561 -2.7109 1.4742
H -0.5506 -1.7995 -0.3229
H 2.4174 -1.9015 -1.4101
H -1.0056 -1.3665 -2.7139
H 2.1305 0.5852 -2.8055
H 1.1531 1.9060 -0.7859
H -1.9091 -0.1734 0.2008
H -1.3104 0.5650 1.8299
H -0.8657 2.9252 0.5632
H -2.6455 2.2969 0.6066
H -1.8682 1.1682 -2.0519
H -0.8116 2.7327 -1.9461
H 0.4302 0.9165 3.1414
H 1.5885 2.2979 1.6806

***

Computed, not measured: a cluster of 3 separate species, C3H11N3 in total in a non-equilibrium geometry, with the ωB97M-V functional and the def2-TZVPD basis.

For the LUMO energy, the calculation gives 0.87 eV. The value obtained for the HOMO energy is -8.602 eV. Its orbital gap is 9.5 eV. The calculation puts the energy above the lowest of the compared OMol25 structures with the same formula, charge and spin at 3.831 eV.

Positions of all 17 atoms, in Å:
H -2.2498 -0.4772 0.3832
N -1.6955 -0.6106 -0.4696
N -1.1492 0.4654 -0.7980
C -0.3341 0.3638 -1.9839
H -0.4901 -0.5699 -2.5320
H -0.5833 1.2069 -2.6271
H 0.7158 0.4573 -1.7008
C 0.7565 -1.5264 1.0119
N -0.2582 -2.0701 0.4583
H 0.6278 -1.1950 2.0320
H 1.7953 -1.7535 0.7460
H -0.0705 -2.5667 -0.4102
C 0.5823 1.6794 1.1393
H 0.7086 2.4364 0.3754
H -0.4111 1.7489 1.5613
H 1.3066 1.8550 1.9297
H 0.7489 0.5564 0.8844